A structure of composition C13H12B2F4O2Rh at a distorted geometry. Source: the Open Molecules 2025 dataset; level of theory: ωB97M-V/def2-TZVPD.

```
34
Properties=species:S:1:pos:R:3:forces:R:3
Rh 0.443 -0.283 0.533 -0.59 -0.92 0.07
C 0.870 -3.023 2.298 -0.05 0.00 -0.07
C -0.139 -2.099 1.707 -0.08 -0.20 -0.06
C -0.510 -0.899 2.375 0.20 0.02 0.34
C -1.389 0.017 1.769 0.17 0.53 0.06
C -1.749 -0.186 0.436 -0.19 -0.33 -0.42
C -1.521 -1.472 -0.183 0.07 0.11 0.14
C -0.753 -2.422 0.452 0.00 0.12 0.02
H 0.377 -3.973 2.515 0.01 -0.01 0.02
H 1.304 -2.628 3.212 0.00 0.02 0.00
H 1.662 -3.225 1.575 0.00 -0.01 0.00
H -0.109 -0.687 3.356 0.03 -0.01 -0.02
H -1.646 0.934 2.281 0.00 0.01 -0.02
H -2.310 0.570 -0.096 0.03 0.01 -0.02
H -1.869 -1.635 -1.195 -0.03 -0.02 0.01
H -0.496 -3.350 -0.042 -0.02 -0.01 0.02
F 2.351 -1.023 0.382 0.01 0.35 -0.11
B 2.308 -1.228 -1.154 0.34 -0.26 0.03
F 1.224 -0.307 -1.480 -0.04 0.50 0.20
F 1.877 -2.504 -1.329 -0.03 0.00 -0.02
F 3.473 -0.865 -1.674 -0.01 0.02 -0.02
O 1.630 2.329 0.305 0.10 0.54 0.62
B 1.100 1.494 1.243 0.16 -0.27 -0.43
O 1.072 1.948 2.527 0.20 0.54 -0.13
C 1.660 3.236 2.402 -0.20 -0.47 -0.02
C 1.893 4.155 3.393 0.05 0.08 -0.09
C 2.489 5.345 2.976 -0.01 -0.01 0.02
C 2.820 5.572 1.643 0.00 -0.01 -0.02
C 2.575 4.624 0.651 0.00 0.03 0.10
C 1.988 3.459 1.077 -0.10 -0.33 -0.20
H 1.635 3.965 4.424 0.00 0.00 0.01
H 2.701 6.110 3.710 0.00 0.00 0.00
H 3.283 6.509 1.368 0.00 0.00 0.00
H 2.831 4.788 -0.385 0.00 0.00 0.00
```
Forces are in eV/Å.

Output
- Largest force on an atom: 1.1 eV/Å
- HOMO level: -12.03 eV
- Net charge: +1
- Gap between HOMO and LUMO: 6.17 eV